1.
Below is a cluster of 13 separate species, C46H118O13 in total at a distorted geometry, with properties calculated with wB97M-V/def2-TZVPD.

Energy above the lowest of the compared OMol25 structures with the same formula, charge and spin, kcal per mole: 26.3
Energy, Ha: -2801.30054
HOMO-LUMO gap, eV: 9.970

Each line ends with the Mulliken charge.
Atoms and positions in Å:
C1 4.532 1.758 2.483  -0.552
C2 4.303 2.729 3.629  -0.252
O1 4.819 2.166 4.837  -0.380
C3 4.920 3.103 5.899  -0.308
C4 3.653 3.880 6.239  -0.861
H1 3.970 2.127 1.623  -0.103
H2 5.603 1.718 2.292  0.403
H3 4.127 0.766 2.683  0.274
H4 4.797 3.686 3.428  0.385
H5 3.222 2.853 3.760  0.052
H6 5.116 2.440 6.752  0.315
H7 5.769 3.791 5.796  0.269
H8 2.769 3.235 6.242  0.071
H9 3.524 4.709 5.540  0.283
H10 3.644 4.281 7.253  0.417
C5 -7.672 2.655 0.052  -1.320
C6 -6.575 2.446 -0.978  0.205
O2 -6.459 1.061 -1.179  -0.391
C7 -5.242 0.633 -1.761  0.500
C8 -5.383 -0.777 -2.280  -1.271
H11 -8.493 1.962 -0.141  0.318
H12 -7.306 2.285 1.017  0.303
H13 -8.004 3.684 0.149  0.386
H14 -6.851 2.933 -1.923  0.281
H15 -5.652 2.932 -0.635  -0.007
H16 -4.861 1.320 -2.534  0.233
H17 -4.447 0.686 -0.992  -0.204
H18 -5.534 -1.516 -1.495  0.301
H19 -4.425 -1.066 -2.731  0.308
H20 -6.140 -0.796 -3.061  0.380
C9 7.604 -1.548 -2.813  -1.029
C10 7.700 -2.001 -1.334  -0.349
O3 6.792 -1.291 -0.531  -0.110
C11 6.503 -2.027 0.672  -0.696
C12 5.427 -1.239 1.399  -0.455
H21 6.611 -1.907 -3.111  0.165
H22 7.547 -0.466 -2.927  0.266
H23 8.355 -1.961 -3.475  0.409
H24 7.505 -3.074 -1.289  0.370
H25 8.759 -1.796 -1.110  0.269
H26 6.182 -3.054 0.467  0.407
H27 7.460 -2.066 1.206  0.385
H28 5.126 -1.744 2.320  0.513
H29 4.564 -1.091 0.758  -0.157
H30 5.877 -0.296 1.710  0.124
C13 1.490 0.786 0.337  0.181
C14 1.047 -0.557 -0.198  -0.437
O4 -0.101 -0.435 -1.024  0.033
C15 -1.340 -0.881 -0.518  0.496
C16 -1.955 0.164 0.406  -0.689
H31 1.634 1.450 -0.518  -0.016
H32 0.783 1.257 1.021  0.004
H33 2.453 0.692 0.839  -0.363
H34 1.831 -1.010 -0.818  0.088
H35 0.896 -1.334 0.567  0.288
H36 -2.032 -0.862 -1.365  -0.232
H37 -1.330 -1.897 -0.129  0.332
H38 -1.943 1.161 -0.030  -0.224
H39 -1.371 0.231 1.328  -0.057
H40 -3.006 -0.075 0.567  0.517
C17 -0.718 -2.092 4.270  -0.694
C18 -2.084 -2.137 4.940  -0.409
O5 -3.099 -2.236 3.968  -0.248
C19 -4.429 -2.216 4.432  -0.348
C20 -5.116 -3.414 3.774  -1.099
H41 -0.597 -3.014 3.704  0.171
H42 -0.728 -1.251 3.579  -0.042
H43 0.039 -1.987 5.041  0.428
H44 -2.148 -2.967 5.657  0.340
H45 -2.271 -1.238 5.543  0.343
H46 -4.449 -2.361 5.516  0.363
H47 -4.926 -1.285 4.162  0.286
H48 -4.814 -3.393 2.727  0.229
H49 -6.195 -3.412 3.915  0.387
H50 -4.696 -4.342 4.164  0.299
C21 1.875 5.147 0.436  -0.562
C22 1.348 6.233 -0.462  0.434
O6 0.493 5.697 -1.444  0.139
C23 -0.156 6.672 -2.240  -0.160
C24 -0.949 5.937 -3.307  -1.094
H51 2.397 4.292 -0.006  -0.195
H52 2.426 5.542 1.289  0.516
H53 0.990 4.638 0.850  -0.130
H54 0.755 6.875 0.215  -0.765
H55 2.140 6.855 -0.910  0.498
H56 -0.782 7.283 -1.586  -0.038
H57 0.610 7.244 -2.781  0.479
H58 -1.220 6.595 -4.137  0.485
H59 -1.906 5.528 -2.971  0.223
H60 -0.364 5.109 -3.704  0.108
C25 -1.935 3.851 -0.236  0.272
C26 -2.509 5.179 0.222  -1.014
O7 -1.457 5.988 0.685  0.200
C27 -1.880 7.070 1.448  -0.331
C28 -0.759 8.067 1.640  -1.388
H61 -2.651 3.221 -0.763  0.031
H62 -1.031 3.971 -0.842  -0.128
H63 -1.557 3.291 0.628  -0.086
H64 -3.142 5.586 -0.580  0.313
H65 -3.161 4.963 1.087  0.398
H66 -2.711 7.617 0.994  0.345
H67 -2.202 6.720 2.436  0.297
H68 -0.381 8.368 0.656  0.365
H69 0.115 7.714 2.187  0.302
H70 -1.110 8.985 2.111  0.410
C29 -3.100 -4.376 -2.080  -0.319
C30 -3.433 -5.791 -1.658  -0.251
O8 -4.504 -6.290 -2.410  -0.345
C31 -4.795 -7.665 -2.171  -0.079
C32 -5.661 -8.195 -3.288  -1.192
H71 -2.689 -4.310 -3.088  0.300
H72 -3.995 -3.754 -2.070  0.124
H73 -2.349 -4.067 -1.348  -0.080
H74 -2.525 -6.408 -1.737  0.130
H75 -3.735 -5.763 -0.598  0.315
H76 -3.832 -8.187 -2.114  0.174
H77 -5.303 -7.702 -1.197  0.297
H78 -6.281 -9.036 -3.001  0.342
H79 -5.007 -8.472 -4.122  0.313
H80 -6.242 -7.380 -3.727  0.289
C33 0.933 -9.199 -0.956  -1.119
C34 0.014 -8.539 0.049  0.146
O9 0.615 -7.404 0.637  -0.453
C35 0.361 -6.220 -0.108  0.490
C36 0.927 -5.019 0.607  -0.941
H81 1.943 -9.389 -0.587  0.295
H82 0.471 -10.124 -1.306  0.387
H83 1.158 -8.609 -1.853  0.246
H84 -0.948 -8.280 -0.405  -0.015
H85 -0.228 -9.259 0.831  0.324
H86 0.819 -6.301 -1.109  0.137
H87 -0.718 -6.139 -0.311  -0.142
H88 0.389 -4.790 1.527  0.228
H89 0.870 -4.129 -0.025  0.041
H90 1.981 -5.209 0.810  0.383
C37 4.130 -0.780 -2.496  -1.139
C38 4.640 0.511 -1.912  0.633
O10 3.921 1.552 -2.554  -0.358
C39 4.373 2.833 -2.228  -0.021
C40 3.483 3.897 -2.811  -1.091
H91 3.055 -0.723 -2.661  0.212
H92 4.580 -0.913 -3.483  0.404
H93 4.469 -1.627 -1.901  0.239
H94 4.529 0.645 -0.829  -0.279
H95 5.706 0.672 -2.115  0.184
H96 4.367 2.937 -1.128  -0.029
H97 5.434 2.956 -2.498  0.365
H98 2.445 3.604 -2.646  0.121
H99 3.634 4.133 -3.865  0.467
H100 3.691 4.837 -2.292  0.350
C41 -1.704 2.093 -4.270  -1.130
C42 -0.489 1.313 -3.803  0.179
O11 -0.812 -0.020 -3.556  -0.639
H101 -1.414 3.058 -4.688  0.381
H102 -2.490 2.133 -3.519  0.028
H103 -2.068 1.554 -5.155  0.409
H104 -0.036 1.810 -2.929  -0.068
H105 0.317 1.441 -4.539  0.342
H106 -0.520 -0.310 -2.648  0.436
C43 -0.911 2.793 3.781  -0.530
C44 -0.526 2.794 5.256  -0.250
O12 -1.047 3.924 5.961  -0.543
H107 -0.427 3.594 3.223  0.108
H108 -1.998 2.802 3.736  0.494
H109 -0.493 1.881 3.341  0.000
H110 0.540 2.676 5.442  0.121
H111 -0.970 1.896 5.714  0.219
H112 -1.994 3.907 5.787  0.325
C45 0.744 -4.856 -4.038  -1.437
C46 0.320 -3.564 -3.373  1.018
O13 -0.640 -2.866 -4.137  -0.622
H113 1.656 -5.185 -3.526  0.361
H114 1.055 -4.746 -5.078  0.407
H115 -0.026 -5.626 -3.989  0.258
H116 1.231 -2.994 -3.157  -0.147
H117 -0.122 -3.807 -2.393  -0.176
H118 -0.615 -1.928 -3.880  0.371

***

2.
Below is a cluster of 12 separate species, C46H122N6O23 in total at a distorted geometry, with properties calculated with wB97M-V/def2-TZVPD.

Energy above the lowest of the compared OMol25 structures with the same formula, charge and spin, kcal per mole: 0.0
Structure (SMILES): COC[C@H](C)N.COCCNCCOC.COCCNCCOC.COCCNCCOC.COCCNCCOC.COCCNCCOC.OCCO.OCCO.OCCO.OCCO.OCCO.OCCO
Energy, Ha: -3884.56665
HOMO-LUMO gap, eV: 8.862

Each line ends with the Mulliken charge.
Atoms and positions in Å:
C1 -3.529 0.414 -1.072  -0.507
O1 -3.943 -0.299 -2.228  -0.232
C2 -4.874 0.500 -2.942  -0.630
C3 -5.493 -0.307 -4.092  0.372
C4 -4.443 -0.754 -5.099  -1.364
N1 -6.495 0.441 -4.838  -0.734
H1 -2.831 -0.254 -0.551  -0.239
H2 -4.304 0.659 -0.344  0.355
H3 -2.883 1.245 -1.367  0.456
H4 -5.724 0.715 -2.278  0.316
H5 -4.443 1.450 -3.279  0.288
H6 -5.890 -1.227 -3.653  0.263
H7 -4.050 0.119 -5.631  0.334
H8 -4.855 -1.426 -5.852  0.352
H9 -3.619 -1.275 -4.608  0.344
H10 -7.187 0.927 -4.272  0.285
H11 -6.007 1.201 -5.309  0.278
C5 -3.578 0.376 6.470  -0.753
O2 -3.464 -0.444 5.332  -0.470
C6 -3.533 0.275 4.125  -0.798
C7 -2.984 -0.546 2.971  2.403
N2 -3.608 -1.842 2.742  -0.065
C8 -4.968 -1.784 2.200  -0.535
C9 -5.534 -3.164 1.989  -0.875
O3 -5.760 -3.763 3.236  -0.292
C10 -6.232 -5.083 3.128  -0.785
H12 -3.837 -0.232 7.339  0.256
H13 -4.393 1.098 6.349  0.389
H14 -2.658 0.903 6.743  0.137
H15 -2.976 1.219 4.198  0.158
H16 -4.536 0.665 3.893  0.558
H17 -1.904 -0.684 3.049  -1.127
H18 -3.109 0.056 2.066  -0.809
H19 -3.592 -2.388 3.596  0.355
H20 -5.055 -1.131 1.334  0.318
H21 -5.586 -1.328 2.990  0.308
H22 -4.896 -3.789 1.352  0.341
H23 -6.463 -3.023 1.412  0.479
H24 -7.177 -5.080 2.575  0.311
H25 -6.377 -5.493 4.127  0.243
H26 -5.508 -5.763 2.662  0.307
C11 3.770 -2.267 -0.225  -0.079
O4 4.338 -3.465 0.226  -0.461
C12 4.517 -4.452 -0.767  0.070
C13 4.580 -5.808 -0.086  -0.976
N3 3.323 -6.045 0.626  -0.044
C14 3.319 -7.373 1.230  -0.861
C15 2.005 -7.695 1.921  -0.603
O5 1.951 -7.063 3.214  -0.387
C16 1.082 -7.764 4.071  -0.906
H27 3.438 -1.724 0.664  0.057
H28 2.902 -2.430 -0.872  -0.311
H29 4.490 -1.600 -0.716  0.593
H30 5.433 -4.275 -1.351  0.399
H31 3.717 -4.366 -1.514  -0.113
H32 5.427 -5.728 0.613  0.318
H33 4.768 -6.603 -0.806  0.482
H34 3.185 -5.256 1.251  0.198
H35 4.088 -7.404 2.015  0.335
H36 3.460 -8.115 0.445  0.452
H37 1.891 -8.780 2.014  0.599
H38 1.122 -7.365 1.360  0.273
H39 0.037 -7.655 3.763  0.321
H40 1.233 -7.421 5.096  0.298
H41 1.306 -8.835 4.154  0.362
C17 6.065 4.251 2.547  -0.991
O6 4.860 3.576 2.349  -0.315
C18 3.951 4.245 1.483  -1.528
C19 2.913 3.186 1.069  0.745
N4 2.649 3.094 -0.381  0.002
C20 2.117 4.353 -0.912  -1.001
C21 1.876 4.239 -2.400  -0.931
O7 3.120 4.315 -3.055  -0.418
C22 2.995 4.477 -4.450  -0.737
H42 6.659 4.408 1.635  0.382
H43 6.722 3.789 3.283  0.236
H44 5.868 5.266 2.929  0.350
H45 4.492 4.615 0.607  0.484
H46 3.474 5.055 2.041  0.862
H47 1.961 3.350 1.574  -0.959
H48 3.339 2.213 1.308  0.191
H49 3.576 2.901 -0.765  0.549
H50 2.754 5.199 -0.632  0.671
H51 1.175 4.504 -0.379  0.400
H52 1.216 5.042 -2.748  0.842
H53 1.348 3.291 -2.565  0.125
H54 3.932 4.860 -4.852  0.244
H55 2.226 5.224 -4.681  0.318
H56 2.741 3.543 -4.960  0.271
C23 -2.205 -1.971 -7.831  -0.650
O8 -1.188 -2.497 -7.026  -0.300
C24 0.109 -2.210 -7.479  -0.625
C25 1.109 -2.894 -6.575  -0.786
N5 0.864 -2.488 -5.176  -0.111
C26 1.562 -3.378 -4.257  -1.273
C27 1.003 -3.098 -2.863  0.714
O9 -0.381 -3.409 -2.826  -0.578
C28 -1.125 -2.699 -1.873  -0.284
H57 -2.295 -2.511 -8.781  0.297
H58 -2.046 -0.911 -8.072  0.362
H59 -3.130 -2.037 -7.263  0.064
H60 0.288 -1.128 -7.422  0.328
H61 0.268 -2.533 -8.514  0.460
H62 2.162 -2.704 -6.788  0.378
H63 1.012 -3.986 -6.669  0.452
H64 -0.132 -2.562 -4.993  0.226
H65 2.635 -3.184 -4.263  0.318
H66 1.351 -4.443 -4.437  0.743
H67 1.036 -1.999 -2.775  -0.295
H68 1.490 -3.610 -2.027  0.219
H69 -2.127 -3.113 -1.980  0.401
H70 -1.189 -1.607 -1.976  0.165
H71 -0.803 -2.858 -0.838  -0.012
C29 -2.605 2.993 2.205  -0.347
O10 -2.404 3.066 0.808  -0.247
C30 -1.326 3.883 0.420  0.477
C31 -1.408 4.166 -1.075  -0.507
N6 -2.764 4.586 -1.471  -0.278
C32 -2.941 6.045 -1.405  -0.522
C33 -4.180 6.461 -2.185  -0.460
O11 -4.562 7.751 -1.728  -0.321
C34 -5.548 8.318 -2.577  -0.736
H72 -2.681 3.977 2.681  0.389
H73 -1.822 2.425 2.714  -0.355
H74 -3.558 2.470 2.280  0.472
H75 -0.402 3.320 0.629  -0.367
H76 -1.205 4.780 1.043  0.425
H77 -1.261 3.207 -1.591  -0.235
H78 -0.615 4.768 -1.507  0.254
H79 -3.386 4.182 -0.778  0.417
H80 -2.081 6.540 -1.854  0.275
H81 -3.039 6.385 -0.367  0.254
H82 -5.030 5.792 -2.002  0.353
H83 -3.957 6.398 -3.255  0.301
H84 -6.281 7.566 -2.886  0.316
H85 -5.095 8.715 -3.489  0.286
H86 -6.044 9.092 -1.996  0.247
O12 2.484 0.230 -4.978  -0.722
C35 2.741 0.187 -3.557  0.086
C36 3.918 1.054 -3.185  1.490
O13 5.156 0.395 -3.489  -0.631
H87 1.980 -0.573 -5.162  0.276
H88 1.822 0.589 -3.115  0.173
H89 2.876 -0.855 -3.247  -0.118
H90 3.886 1.186 -2.104  -1.168
H91 3.863 1.984 -3.749  0.175
H92 4.977 -0.220 -4.208  0.401
O14 -1.206 3.396 5.258  -0.409
C37 0.019 4.107 5.111  -0.709
C38 0.302 4.458 3.655  0.481
O15 1.624 4.975 3.520  -0.540
H93 -1.955 3.997 5.251  0.293
H94 0.030 4.980 5.766  0.443
H95 0.808 3.430 5.449  0.131
H96 -0.385 5.256 3.366  0.358
H97 0.195 3.596 2.994  -0.423
H98 2.252 4.258 3.665  0.326
O16 5.556 1.995 -0.113  -0.604
C39 5.238 0.605 -0.042  0.455
C40 6.204 -0.161 0.852  -0.793
O17 5.939 0.054 2.223  -0.496
H99 5.642 2.348 0.788  0.233
H100 4.203 0.538 0.309  0.054
H101 5.334 0.164 -1.036  0.396
H102 7.219 0.070 0.515  0.456
H103 6.112 -1.220 0.573  0.168
H104 6.699 0.503 2.602  0.319
O18 -1.363 -3.223 1.453  -0.597
C41 -0.448 -3.682 2.423  0.062
C42 0.910 -3.775 1.740  0.524
O19 1.933 -4.246 2.613  -0.709
H105 -2.049 -2.693 1.896  0.184
H106 -0.377 -3.002 3.284  -0.020
H107 -0.729 -4.631 2.903  0.464
H108 1.249 -2.791 1.410  -0.582
H109 0.865 -4.413 0.850  0.161
H110 1.762 -5.186 2.777  0.301
O20 0.722 0.967 -0.843  -0.464
C43 0.912 -0.098 0.064  1.749
C44 -0.069 0.059 1.231  1.770
O21 0.335 1.116 2.107  0.936
H111 1.273 1.736 -0.596  -0.326
H112 0.605 -1.004 -0.475  -0.223
H113 1.945 -0.277 0.379  -1.086
H114 -0.033 -0.879 1.805  -0.006
H115 -1.085 0.240 0.894  -1.472
H116 0.949 0.755 2.761  -0.674
O22 -0.586 -1.083 5.323  -0.590
C45 -0.102 0.213 5.681  0.782
C46 1.410 0.245 5.693  -1.297
O23 2.013 0.318 4.395  -0.302
H117 -1.553 -1.062 5.410  0.326
H118 -0.470 0.942 4.951  -0.353
H119 -0.457 0.409 6.698  0.358
H120 1.840 -0.586 6.259  0.420
H121 1.777 1.147 6.190  0.339
H122 2.103 -0.587 4.070  0.129

***

- The lowest energy belongs to which entry?
  C46H122N6O23